Entry 1:
{
  "formula": "C7H18N3O",
  "method": "ωB97M-V/def2-TZVPD",
  "orbital_gap_ev": 8.7,
  "relative_energy_kcal_mol": 115.0,
  "charge": 1,
  "symbols": ["C", "C", "C", "C", "C", "C", "C", "N", "N", "N", "O", "H", "H", "H", "H", "H", "H", "H", "H", "H", "H", "H", "H", "H", "H", "H", "H", "H", "H"],
  "coordinates": [[-0.5016, 0.8961, 0.0834], [-1.9267, -1.0188, 0.7978], [0.5685, -0.0614, -0.5796], [-1.9638, 0.3153, 0.1867], [-1.2062, -1.9874, 0.3540], [-2.8183, 1.4207, 0.8860], [-2.4938, 0.3616, -1.3858], [1.5275, -0.6302, 0.3578], [4.0248, 0.5203, 0.5399], [2.4285, -1.4066, -0.4894], [-0.5956, -2.8267, -0.2017], [0.0269, 0.9665, 1.0208], [-0.6758, 1.9592, -0.2882], [0.9988, -1.2432, 0.7714], [-2.1374, -0.9886, 1.8433], [0.0311, -0.8451, -1.0961], [1.1172, 0.5931, -1.2854], [-3.5531, 0.9643, 1.4427], [-3.4151, 2.0268, 0.2559], [-2.0565, 2.0718, 1.4541], [-1.9789, -0.2982, -2.0753], [-2.6716, 1.3766, -1.7581], [-3.4809, -0.0606, -1.3054], [4.8640, 0.1072, 0.9445], [3.2605, 0.9551, 1.0854], [4.2370, 1.2059, -0.2131], [2.0583, -1.8137, -1.3229], [3.4523, -0.2517, 0.0791], [2.8799, -2.3083, -0.1018]],
  "forces_ev_per_angstrom": [[0.1, -0.1, 0.1], [-0.5, 0.6, 1.4], [-1.1, 3.0, -1.6], [0.8, 3.2, -4.2], [0.6, -1.9, -1.7], [3.3, 0.0, 0.4], [-0.4, -0.8, 2.2], [2.6, 2.6, -3.3], [-1.1, 0.9, -1.5], [2.6, -1.7, 0.9], [-0.6, 0.4, 1.0], [-0.7, 0.6, 1.2], [1.0, -1.5, -0.1], [-3.4, -4.4, 3.8], [-0.4, -0.6, 0.7], [0.3, 0.0, -0.6], [-0.1, -0.7, 0.0], [-1.3, -1.0, 2.2], [0.0, 0.7, -1.2], [-1.8, -0.9, -0.3], [0.5, 0.2, -0.1], [0.7, -0.2, 0.1], [-0.6, -0.3, -0.1], [-0.3, 0.6, 0.6], [1.1, -0.3, 0.7], [0.3, -0.7, 0.6], [-1.1, 0.4, -0.8], [0.5, -0.3, -0.7], [-1.2, 2.1, 0.4]],
  "nbo_charge": [-0.408, -0.556, -0.271, -0.016, 0.711, -0.602, -0.618, -0.470, -0.921, -0.751, -0.486, 0.200, 0.233, 0.350, 0.283, 0.198, 0.208, 0.222, 0.227, 0.213, 0.205, 0.223, 0.220, 0.451, 0.465, 0.440, 0.389, 0.468, 0.393]
}

***

Entry 2:
{
  "formula": "C6H10",
  "method": "ωB97M-V/def2-TZVPD",
  "multiplicity": 2,
  "orbital_gap_ev": [4.4, 6.9],
  "relative_energy_kcal_mol": 0.2,
  "charge": -1,
  "symbols": ["C", "C", "C", "C", "C", "C", "H", "H", "H", "H", "H", "H", "H", "H", "H", "H"],
  "coordinates": [[-1.8636, 0.3699, 0.2602], [-0.4955, -0.1623, 0.5169], [-0.1752, -0.9320, 1.6256], [0.2218, 0.9753, -1.5934], [0.4651, 0.1339, -0.4919], [1.8809, -0.3013, -0.2284], [-2.6541, 0.0108, 0.9294], [-1.9378, 1.4600, 0.3404], [-2.1293, 0.1543, -0.7762], [0.6476, -1.6225, 1.6655], [-0.9607, -1.2041, 2.3291], [0.8684, 0.8170, -2.4455], [-0.6152, 1.6424, -1.6576], [1.9496, -1.3752, -0.0230], [2.5204, -0.1537, -1.1031], [2.2776, 0.1875, 0.6521]],
  "forces_ev_per_angstrom": [[-0.6, 0.4, 0.3], [1.0, 0.0, -0.6], [-1.0, -0.3, 0.7], [0.6, -0.8, 0.4], [-0.4, 0.7, 0.3], [-0.2, -1.1, -0.8], [0.3, -0.4, 0.0], [0.3, 0.2, 0.0], [-0.2, -0.1, -0.1], [0.5, 0.2, -0.1], [-0.1, 0.1, 0.0], [0.1, 0.6, -0.2], [-0.4, 0.0, -0.3], [-0.1, -0.1, 0.1], [0.0, 0.4, 0.1], [0.3, 0.3, 0.2]],
  "nbo_charge": [-0.623, -0.095, -0.660, -0.683, -0.094, -0.623, 0.184, 0.182, 0.206, 0.168, 0.154, 0.158, 0.168, 0.180, 0.186, 0.192]
}

***

Entry 3:
{
  "formula": "C6H11N",
  "method": "ωB97M-V/def2-TZVPD",
  "multiplicity": 2,
  "orbital_gap_ev": [9.7, 8.3],
  "relative_energy_kcal_mol": 42.5,
  "charge": 1,
  "symbols": ["C", "N", "C", "C", "C", "C", "C", "H", "H", "H", "H", "H", "H", "H", "H", "H", "H", "H"],
  "coordinates": [[1.2640, -1.7555, -0.8261], [-1.4024, -0.0032, -1.4144], [-0.5035, 0.2065, -0.4190], [0.3485, -0.8456, 0.0617], [0.8164, -0.7724, 1.4217], [-0.6248, 2.6423, 0.3215], [-0.8923, 1.3280, 0.4879], [1.2012, -2.8869, -0.5099], [2.3859, -1.2971, -0.5241], [1.1240, -1.6751, -1.8949], [-1.9353, 0.7690, -1.7825], [-1.3495, -0.6976, -2.0444], [1.6765, -0.1093, 1.7431], [-0.1714, -0.5824, 1.9407], [0.9097, -1.8457, 1.6254], [-1.1715, 3.2967, 0.9622], [0.0265, 3.2680, -0.2786], [-1.7021, 0.9603, 1.1296]],
  "forces_ev_per_angstrom": [[1.1, 0.1, 2.0], [1.4, 3.4, 2.4], [-1.9, -1.4, 0.0], [2.5, 0.8, -3.4], [-2.1, -0.7, 2.0], [-0.7, -1.0, 0.9], [0.2, 1.3, -1.5], [0.3, 2.3, -0.5], [-2.9, -1.5, -0.9], [-0.1, 0.1, -0.2], [-0.2, 0.4, 0.5], [0.6, -3.5, -2.3], [-1.1, -0.8, -0.5], [1.5, 0.6, 0.5], [1.1, 0.2, 0.7], [-0.4, 0.3, 0.6], [0.4, -1.1, -0.6], [0.4, 0.6, 0.2]],
  "nbo_charge": [-0.681, -0.608, 0.273, 0.216, -0.712, -0.296, -0.304, 0.273, 0.273, 0.234, 0.424, 0.403, 0.296, 0.242, 0.256, 0.221, 0.237, 0.252]
}

***

Entry 4:
{
  "formula": "C15H27BO8",
  "method": "ωB97M-V/def2-TZVPD",
  "orbital_gap_ev": 8.0,
  "charge": 0,
  "symbols": ["O", "C", "C", "C", "C", "O", "C", "C", "B", "O", "O", "C", "H", "H", "H", "H", "H", "H", "H", "C", "O", "C", "C", "O", "C", "H", "H", "H", "H", "H", "H", "H", "H", "H", "H", "C", "O", "C", "C", "O", "C", "H", "H", "H", "H", "H", "H", "H", "H", "H", "H"],
  "coordinates": [[1.0798, -0.5743, 3.2663], [0.3306, -1.4290, 3.6849], [-1.0091, -1.6701, 3.0835], [-1.4703, -2.9165, 3.0312], [-0.5943, -3.9936, 3.5608], [-0.4994, -5.0790, 3.0399], [0.2406, -3.6099, 4.7514], [0.4959, -4.6730, 5.7721], [1.8485, -4.4673, 6.5780], [1.8313, -4.1126, 7.8979], [3.0798, -4.6485, 5.9873], [0.6950, -2.3529, 4.7839], [-1.5539, -0.8178, 2.7018], [-2.4282, -3.1676, 2.5990], [-0.3543, -4.6817, 6.4626], [0.4932, -5.6444, 5.2746], [0.9411, -3.9549, 8.2266], [3.6034, -3.8406, 5.9941], [1.3234, -1.9856, 5.5856], [1.9553, 1.0717, -1.7679], [0.9502, 1.0824, -0.7730], [1.4282, 1.4424, 0.5179], [1.0970, 2.8775, 0.8524], [1.7875, 3.7958, 0.0181], [0.9873, 4.3344, -1.0147], [1.4578, 0.9419, -2.7286], [2.5205, 2.0070, -1.7829], [2.6462, 0.2351, -1.6170], [2.5085, 1.2826, 0.5834], [0.9466, 0.7859, 1.2449], [1.4005, 3.0779, 1.8844], [0.0160, 3.0357, 0.7795], [0.2352, 5.0215, -0.6105], [0.4833, 3.5488, -1.5839], [1.6453, 4.8889, -1.6816], [-1.6512, 3.1167, -6.4377], [-0.7607, 2.4269, -5.5821], [-1.2514, 2.2666, -4.2607], [-1.7790, 0.8716, -4.0191], [-2.9405, 0.6057, -4.7893], [-2.6914, -0.1832, -5.9366], [-1.2489, 3.0488, -7.4469], [-2.6506, 2.6744, -6.4200], [-1.7218, 4.1737, -6.1581], [-2.0312, 3.0050, -4.0496], [-0.4171, 2.4496, -3.5758], [-2.0500, 0.7739, -2.9637], [-0.9978, 0.1365, -4.2366], [-2.4460, -1.2135, -5.6567], [-1.8771, 0.2273, -6.5390], [-3.6040, -0.1900, -6.5301]],
  "forces_ev_per_angstrom": [[-0.2, 0.2, 0.3], [0.2, 0.0, -0.1], [-0.3, -0.1, 0.0], [0.0, 0.4, 0.0], [0.1, 0.0, -0.1], [-0.3, -0.1, 0.2], [0.1, 0.2, 0.0], [0.2, -0.1, 0.2], [0.1, -0.2, 0.1], [-0.1, 0.2, 0.0], [-0.4, 0.4, -0.4], [-0.2, -0.4, 0.1], [0.1, 0.0, -0.2], [0.1, -0.2, -0.2], [-0.1, -0.1, -0.1], [0.0, 0.0, -0.1], [0.1, 0.0, 0.1], [0.3, -0.3, 0.3], [0.2, 0.1, -0.1], [-0.1, 0.0, 0.0], [0.0, 0.1, 0.0], [-0.1, -0.1, -0.1], [0.1, 0.1, 0.1], [0.0, 0.0, 0.0], [0.0, 0.0, 0.0], [0.0, 0.0, 0.0], [0.0, 0.0, 0.0], [0.0, 0.0, 0.0], [0.0, 0.0, 0.0], [0.0, 0.0, 0.0], [0.0, 0.0, 0.0], [0.0, 0.0, 0.0], [0.0, 0.0, 0.0], [0.0, 0.0, 0.0], [0.0, 0.0, 0.0], [0.0, 0.0, 0.0], [-0.1, 0.0, 0.0], [0.2, 0.0, 0.0], [-0.1, 0.0, 0.1], [0.0, 0.0, 0.0], [0.0, 0.0, 0.0], [0.0, 0.0, 0.0], [0.0, 0.0, 0.0], [0.0, 0.0, 0.0], [0.0, 0.0, 0.0], [0.0, 0.0, 0.0], [0.0, 0.0, 0.0], [0.0, 0.0, 0.0], [0.0, 0.0, 0.0], [0.0, 0.0, 0.0], [0.0, 0.0, 0.0]],
  "nbo_charge": [-0.505, 0.502, -0.234, -0.239, 0.499, -0.486, 0.012, -0.823, 1.143, -0.875, -0.911, -0.277, 0.235, 0.237, 0.231, 0.276, 0.490, 0.503, 0.223, -0.252, -0.557, -0.098, -0.087, -0.552, -0.251, 0.185, 0.178, 0.168, 0.175, 0.206, 0.186, 0.169, 0.165, 0.172, 0.191, -0.252, -0.552, -0.088, -0.090, -0.552, -0.253, 0.190, 0.177, 0.166, 0.174, 0.183, 0.189, 0.174, 0.166, 0.177, 0.190]
}

***

Largest force on an atom per entry: 6.74; 1.34; 4.45; 0.73 eV/A